54
Properties=species:S:1:pos:R:3:forces:R:3:nbo_charge:R:1 method="wB97M-V/def2-TZVPD" relative_energy_kcal_mol=174.7 charge=0 orbital_gap_ev=10.32 smiles=CO.CO.CO.CO.CO.CO.CO.CO.CO e_homo_ev=-10.30 e_lumo_ev=0.023
C 28.0281 -19.6686 22.5544 -0.11 -0.74 1.80 -0.26
O 28.1552 -19.8811 24.0233 -0.25 0.29 -1.72 -0.74
H 27.2901 -18.9000 22.3250 0.35 0.29 0.02 0.17
H 29.0282 -19.4853 22.1615 -0.23 0.24 -0.17 0.18
H 27.6234 -20.5900 22.1357 0.22 -0.10 0.00 0.18
H 27.7507 -19.1243 24.4537 0.00 0.06 0.12 0.47
C 22.9143 -19.9644 19.7040 -0.37 0.11 -0.81 -0.25
O 22.4762 -19.6089 20.9927 0.76 -0.37 0.58 -0.71
H 22.6747 -19.1026 19.0811 0.10 -0.38 -0.41 0.18
H 23.9755 -20.2042 19.6379 0.26 0.40 0.16 0.16
H 22.4163 -20.8789 19.3819 -0.34 0.11 -0.38 0.16
H 23.0230 -20.1952 21.5208 -0.38 0.17 0.88 0.46
C 26.7056 -16.2305 27.6117 -0.81 -0.09 -0.38 -0.24
O 26.3625 -17.0190 26.4904 0.65 -0.78 -1.16 -0.74
H 26.0850 -16.6737 28.3905 0.25 0.84 0.73 0.17
H 27.7650 -16.2906 27.8610 -0.04 -0.30 -0.18 0.18
H 26.4797 -15.1986 27.3428 -0.08 0.20 0.74 0.17
H 25.6759 -16.5937 25.9714 0.04 0.09 0.17 0.47
C 18.9767 -16.0857 25.2111 2.07 -0.70 -1.40 -0.24
O 18.0901 -16.4026 26.1877 -1.76 0.01 1.59 -0.70
H 18.6795 -15.2649 24.5584 0.04 0.18 0.02 0.16
H 19.9543 -15.9409 25.6709 0.35 0.66 -0.26 0.16
H 19.1462 -16.9774 24.6076 -0.30 0.02 -0.31 0.18
H 18.1106 -15.6509 26.7844 -0.39 -0.17 0.36 0.46
C 20.5857 -14.5762 16.5687 -1.55 0.11 -0.10 -0.25
O 20.3488 -14.8178 15.1831 1.18 -0.83 -0.26 -0.74
H 19.5920 -14.6470 17.0111 0.01 0.55 0.65 0.16
H 21.1296 -15.3741 17.0744 0.37 -0.16 -0.80 0.18
H 21.0707 -13.6252 16.7889 -0.05 0.05 -0.11 0.17
H 19.8620 -14.1326 14.7193 0.03 0.27 0.62 0.47
C 23.4514 -8.4235 24.9821 -0.95 0.52 -1.01 -0.25
O 22.1052 -8.1939 25.4558 0.70 -0.43 1.10 -0.73
H 24.2637 -8.3180 25.7012 -0.70 0.32 0.60 0.19
H 23.5924 -9.4181 24.5590 -0.22 -0.02 -0.22 0.17
H 23.5344 -7.6388 24.2302 0.92 -0.30 -0.35 0.17
H 21.4699 -8.5688 24.8415 0.25 -0.09 -0.12 0.47
C 24.1769 -14.6057 22.1146 -0.34 -0.02 -3.35 -0.26
O 23.2033 -15.3484 22.7764 -0.07 -0.17 2.14 -0.72
H 25.1352 -15.0718 21.8854 0.30 -0.31 0.96 0.16
H 23.7399 -14.5817 21.1164 0.39 0.73 -0.74 0.16
H 24.3231 -13.5496 22.3412 -0.36 -0.33 1.06 0.19
H 23.0282 -16.1537 22.2840 0.09 0.06 -0.06 0.48
C 30.6148 -15.0511 22.6658 0.16 1.81 1.20 -0.25
O 29.5752 -14.0585 22.5100 -0.57 -0.88 -1.04 -0.74
H 30.3573 -15.7433 23.4675 0.03 -0.23 -0.15 0.17
H 30.9187 -15.5748 21.7594 -0.63 0.29 -0.15 0.18
H 31.4375 -14.4130 22.9883 0.75 -0.78 0.08 0.17
H 29.6250 -13.4075 23.2137 0.24 -0.24 0.04 0.47
C 28.5904 -16.3415 17.6425 -0.69 0.83 -1.21 -0.26
O 28.1713 -14.9870 17.9239 0.88 -0.84 0.79 -0.71
H 29.6112 -16.4500 17.2763 0.32 0.41 0.31 0.16
H 28.4506 -16.9868 18.5098 -0.29 -0.20 -0.28 0.17
H 27.9699 -16.5398 16.7686 -0.11 -1.01 0.28 0.18
H 28.3413 -14.9411 18.8676 -0.11 0.83 0.14 0.46

75
Properties=species:S:1:pos:R:3:forces:R:3:lowdin_charge:R:1 method="wB97M-V/def2-TZVPD" spin_multiplicity=2 charge=-1 orbital_gap_ev="1.97 / 8.54" e_homo_ev="-0.16 / -6.80" e_lumo_ev="1.809 / 1.736"
C 20.8638 -8.8321 21.2899 -0.72 1.03 -0.14 -0.71
O 20.5458 -8.4843 22.4198 0.40 0.23 0.73 -0.01
N 19.9324 -9.0195 20.3320 -0.16 -0.43 0.53 0.13
N 22.1364 -8.8617 20.8505 1.18 -0.04 0.73 0.16
H 19.0043 -8.8961 20.7107 -0.25 -0.87 -0.18 0.06
H 20.1980 -9.7228 19.6575 -0.58 0.10 -0.78 0.06
H 22.7708 -8.4769 21.5357 0.28 -0.48 -0.43 0.10
H 22.4300 -9.2486 19.9650 -0.19 0.26 0.11 0.09
C 16.3805 -8.2015 21.1286 3.85 1.58 0.43 -0.69
O 17.0725 -9.1736 20.8549 0.12 -0.08 0.00 0.01
N 15.1001 -8.1509 21.0718 -5.59 -1.90 0.05 0.17
N 16.8117 -6.9720 21.4910 1.63 1.20 0.62 0.18
H 14.6034 -7.5211 21.6856 0.12 -0.06 -0.22 0.12
H 14.6995 -9.0780 21.0618 -0.20 0.26 -0.15 0.10
H 17.7758 -6.6715 21.5088 -0.07 -0.49 -0.14 0.11
H 16.1312 -6.2454 21.6614 0.35 -0.21 -0.22 0.10
C 14.2580 -10.3071 18.5826 -0.84 1.08 -0.10 -0.84
O 14.7612 -11.3464 18.8445 2.61 -3.64 0.17 0.04
N 13.3949 -9.7895 19.3423 -5.20 1.67 5.21 0.16
N 14.4508 -9.5098 17.5986 3.16 0.50 -5.21 0.20
H 12.7961 -9.0508 19.0018 0.06 -0.18 0.74 0.12
H 13.2961 -10.2352 20.2433 -0.84 0.15 -0.24 0.13
H 14.0557 -8.6044 17.3881 0.27 -0.35 0.29 0.13
H 15.1871 -9.9271 17.0475 -0.09 0.81 -1.19 0.10
C 15.4410 -14.7225 18.9626 0.27 -2.72 2.08 -0.83
O 15.6509 -15.8990 18.8390 -0.25 -2.61 0.01 0.04
N 15.0086 -14.1255 20.0496 -2.30 1.49 4.63 0.16
N 15.8441 -13.8399 18.1589 2.30 3.94 -5.78 0.17
H 14.5732 -14.5729 20.8436 0.18 -0.38 -0.53 0.11
H 14.9902 -13.1165 20.0914 -0.03 -0.20 -0.13 0.07
H 15.3608 -12.9559 18.0874 0.25 -0.16 -0.07 0.07
H 16.3038 -14.1764 17.3249 -0.37 0.11 -0.25 0.11
C 19.4517 -14.2997 20.4574 3.21 -0.18 2.20 -0.87
O 20.6569 -14.3596 20.5945 2.41 -0.67 0.53 0.01
N 18.6352 -14.4124 21.4377 -2.74 -1.05 5.21 0.18
N 18.9118 -14.0730 19.3558 -2.20 1.34 -6.62 0.20
H 19.0459 -14.7447 22.2985 -0.31 0.34 -0.08 0.12
H 17.6391 -14.2462 21.4204 0.24 -0.24 -0.26 0.11
H 17.9999 -13.6401 19.3218 0.02 -0.07 -0.72 0.08
H 19.6159 -13.9647 18.6399 -0.68 0.20 -0.38 0.11
C 16.9216 -13.4981 14.6744 0.96 -1.31 -0.32 -0.83
O 15.8566 -13.9283 15.0648 -1.25 -0.80 -0.33 0.00
N 17.4654 -12.4246 15.1868 0.46 2.62 1.40 0.12
N 17.7836 -14.1082 13.8131 -1.30 -1.19 -0.40 0.11
H 18.3060 -12.0647 14.7579 0.20 0.57 0.12 0.02
H 16.8150 -11.8160 15.6628 0.34 0.31 0.04 0.08
H 17.3903 -14.9527 13.4229 0.66 0.08 -0.30 0.09
H 18.6478 -13.6643 13.5371 0.01 -0.25 -0.17 0.01
C 20.7570 -10.6497 17.1691 0.30 1.73 -0.64 -0.79
O 20.8807 -9.7429 17.9688 0.74 1.53 0.75 0.00
N 21.0154 -10.6660 15.8755 1.85 2.05 -3.07 0.12
N 20.2526 -11.7896 17.4218 -2.17 -5.13 2.55 0.17
H 21.4829 -9.9210 15.3790 -0.14 -0.16 0.28 0.09
H 20.8449 -11.5334 15.3870 0.12 0.31 -0.73 0.01
H 19.7414 -12.0114 18.2642 0.10 0.24 -0.14 0.08
H 20.2628 -12.4356 16.6455 -0.63 -0.57 0.63 0.05
C 17.8033 -7.0189 18.0495 1.44 3.02 -1.87 -0.73
O 17.3002 -6.0450 17.4609 -1.01 -1.11 0.36 -0.03
N 17.5979 -8.3124 17.8277 -1.71 -1.29 -0.48 0.19
N 18.8962 -6.8241 18.7886 1.14 0.43 1.68 0.15
H 16.7766 -8.5040 17.2718 0.23 -0.26 0.30 0.07
H 17.8753 -8.9604 18.5510 -0.18 -0.34 -0.34 0.06
H 19.3496 -5.9216 18.7841 -0.33 -0.29 -0.09 0.11
H 19.4197 -7.6434 19.0620 0.51 0.29 0.14 0.05
C 17.7775 -11.7785 24.0097 -0.67 0.55 -5.12 -0.85
O 16.5885 -11.8165 23.9486 -4.40 -0.39 0.96 0.03
N 18.4359 -11.7398 22.8651 1.60 0.12 -1.22 0.18
N 18.4613 -11.7189 25.0657 2.67 -0.04 6.52 0.18
H 19.4396 -11.8495 22.8928 -0.28 0.14 -0.97 0.12
H 17.8277 -11.6380 22.0652 0.84 -0.12 -0.15 0.10
H 17.8559 -11.7404 25.8739 0.53 0.12 0.25 0.12
H 19.3994 -11.3595 25.1696 -0.33 -0.11 -0.29 0.12
O 17.4812 -11.3068 19.0761 1.03 -0.26 -0.14 -0.06
H 16.6602 -11.3036 18.5839 -0.39 -0.20 0.01 -0.01
H 17.2900 -10.7996 19.8650 -0.21 0.43 0.34 -0.01

85
Properties=species:S:1:pos:R:3:forces:R:3:lowdin_charge:R:1 method="wB97M-V/def2-TZVPD" relative_energy_kcal_mol=200.2 charge=-1 orbital_gap_ev=9.43 e_homo_ev=-8.12 e_lumo_ev=1.306
As -24.8255 30.2621 9.9437 0.20 0.16 1.93 0.96
F -23.0481 30.2135 10.4373 -2.18 0.26 -1.08 -0.33
F -24.9285 28.4874 10.2901 0.27 1.68 -0.72 -0.32
F -26.6163 30.2378 9.7500 1.71 0.04 -0.58 -0.32
F -24.8441 32.0668 9.6627 0.30 -2.21 0.12 -0.33
F -24.3810 29.9831 8.2049 -0.78 0.28 2.07 -0.32
F -25.1701 30.5767 11.7134 0.44 -0.22 -1.75 -0.34
C -29.3822 36.6354 13.0400 0.76 -1.83 -0.44 -0.86
O -30.4068 36.1827 12.6637 -3.32 -2.37 -1.00 0.07
N -28.2564 36.0070 13.3008 2.39 -3.33 0.60 0.16
N -29.2130 37.8767 13.1860 0.07 7.87 0.84 0.16
H -28.2658 35.0199 13.0869 0.44 0.16 0.07 0.12
H -27.3818 36.5119 13.3150 -0.23 -0.50 -0.09 0.11
H -30.0028 38.4744 12.9884 0.31 -0.01 0.14 0.13
H -28.3798 38.2832 13.5867 -0.42 -0.01 -0.13 0.12
C -35.1915 30.8896 8.7893 -4.14 -3.25 -3.46 -0.84
O -36.1322 30.6255 8.0435 0.12 -0.22 -0.77 0.02
N -34.2067 30.1196 9.0882 4.21 -4.04 -0.03 0.16
N -35.1643 31.8816 9.5402 -0.22 7.92 5.08 0.16
H -34.0599 29.2589 8.5805 0.16 0.34 0.14 0.13
H -33.4895 30.5086 9.6835 0.18 -0.82 -0.43 0.11
H -35.9345 32.5222 9.6688 0.15 -0.31 -0.44 0.13
H -34.4296 31.9483 10.2300 -0.44 0.40 -0.09 0.12
C -23.3914 34.0944 18.5427 4.16 3.73 -0.16 -0.78
O -22.7691 35.0667 18.9982 -0.04 -0.40 -0.42 -0.01
N -24.4200 33.6320 19.1332 -4.07 -2.03 2.15 0.16
N -23.0383 33.4408 17.4453 0.46 -1.30 -2.19 0.16
H -24.5844 33.9674 20.0716 -0.39 -0.31 -0.35 0.13
H -24.9352 32.9074 18.6538 -0.36 0.14 0.90 0.12
H -22.3806 33.8156 16.7767 -0.20 -0.02 0.39 0.12
H -23.6026 32.6468 17.1784 0.43 0.19 -0.36 0.10
C -18.6352 23.0622 8.5127 0.36 0.89 3.22 -0.79
O -18.4033 22.8833 9.6959 -0.29 -0.47 0.72 0.03
N -17.7891 22.7453 7.5743 2.31 -1.39 -2.63 0.15
N -19.6407 23.7716 8.0485 -2.43 1.13 -0.67 0.16
H -17.9154 23.2905 6.7335 0.95 -0.44 -0.03 0.10
H -16.8829 22.4744 7.9287 -0.04 0.08 -0.55 0.12
H -19.7800 23.7422 7.0486 -0.72 0.39 0.49 0.11
H -20.2881 24.1667 8.7155 -0.12 -0.17 -0.50 0.13
C -19.0476 30.4726 3.4633 -1.96 2.78 2.11 -0.84
O -19.5728 31.5472 3.6152 -0.60 2.34 -1.05 0.04
N -19.1365 29.6140 4.4152 -0.31 -4.46 4.01 0.16
N -18.3272 30.0481 2.4991 2.97 -1.03 -5.13 0.17
H -19.6618 29.7979 5.2580 0.10 0.07 -0.40 0.13
H -18.7892 28.6805 4.2476 -0.26 0.12 0.61 0.10
H -18.2222 30.6226 1.6751 0.03 -0.28 0.19 0.13
H -17.9893 29.0963 2.4974 0.01 0.48 -0.33 0.11
C -28.2468 21.5887 10.0511 6.17 2.05 1.04 -0.80
O -27.2400 21.2054 10.6383 0.10 -0.79 -0.20 0.02
N -29.4179 21.2135 10.2813 -7.63 -3.34 1.92 0.17
N -28.2212 22.6203 9.2059 -0.05 2.13 -2.14 0.15
H -29.6515 20.5793 11.0319 0.60 -0.02 -0.19 0.13
H -30.2454 21.6586 9.9107 0.43 -0.03 -0.17 0.12
H -29.1158 23.0839 9.1355 0.47 0.37 -0.37 0.10
H -27.4142 23.2272 9.1836 -0.09 -0.34 0.13 0.12
C -16.6520 27.1216 14.0459 0.29 6.37 1.72 -0.85
O -16.3675 28.1723 14.6059 0.06 1.08 0.32 0.02
N -15.9794 26.0676 14.2436 2.96 -5.51 1.04 0.16
N -17.6021 27.0054 13.1828 -2.95 -0.68 -2.74 0.17
H -16.6206 25.2927 14.3364 0.93 -0.75 0.27 0.12
H -15.1964 26.2146 14.8644 -0.36 -0.56 0.23 0.13
H -18.0501 27.8623 12.8912 -0.02 -0.40 -0.21 0.13
H -17.3856 26.2432 12.5564 -0.93 0.43 -0.63 0.12
C -25.3764 26.8209 2.2481 -0.84 0.05 -6.04 -0.86
O -25.8270 26.3023 1.2446 -0.73 -0.66 -1.05 0.03
N -24.7040 27.9155 2.2572 2.79 4.92 -0.56 0.17
N -25.4609 26.3708 3.4051 -0.99 -4.63 7.35 0.17
H -24.7218 28.5472 1.4693 0.08 -0.16 0.35 0.13
H -24.4528 28.2250 3.1852 0.16 0.94 -0.75 0.11
H -24.8134 26.7263 4.0939 -0.44 -0.56 0.23 0.12
H -25.7100 25.3924 3.4345 -0.03 0.13 0.51 0.13
C -29.3458 32.6002 3.1742 -0.31 0.83 1.01 -0.89
O -30.4931 32.4193 3.0431 -5.51 -1.38 -1.81 0.08
N -28.7951 32.5370 4.3212 2.86 -0.98 5.89 0.17
N -28.5226 33.0797 2.3204 3.38 2.10 -6.12 0.16
H -29.3403 32.2144 5.1079 0.41 0.05 -0.15 0.13
H -27.7942 32.6626 4.3710 -0.35 -0.26 0.75 0.11
H -27.5884 33.4126 2.5118 -0.40 -0.23 0.19 0.11
H -28.8397 33.2637 1.3793 -0.05 -0.12 0.27 0.12
O -24.0859 34.8803 5.1036 -0.21 0.11 -0.22 -0.06
H -23.1491 34.8938 4.9072 0.24 -0.05 -0.07 0.03
H -24.1319 34.6888 6.0403 -0.06 -0.12 0.29 0.03
O -29.1415 26.9553 12.9581 -0.32 -0.15 0.09 -0.06
H -28.3053 26.6417 13.3024 0.23 -0.06 0.06 0.03
H -28.9053 27.6751 12.3730 0.12 0.23 -0.18 0.03

78
Properties=species:S:1:pos:R:3:forces:R:3:lowdin_charge:R:1 method="wB97M-V/def2-TZVPD" relative_energy_kcal_mol=204.5 charge=0 orbital_gap_ev=7.72 e_homo_ev=-8.24 e_lumo_ev=-0.524
N 0.4987 -0.2604 -0.2154 -0.68 -0.05 0.75 0.36
H 0.8735 0.6142 0.1233 0.93 0.51 -0.57 0.13
H -0.2790 -0.3834 0.4172 -0.76 -0.69 0.21 0.13
H 1.1274 -1.0359 -0.0626 1.25 -0.79 0.40 0.10
H 0.1756 -0.2811 -1.1721 -0.12 0.44 -0.42 0.14
F 3.0699 -2.6396 0.5981 -0.78 0.28 -0.28 -0.80
C 4.0459 -2.5802 4.9678 0.69 0.52 2.44 -0.72
O 4.3956 -2.5869 6.1673 -0.39 -0.30 -1.57 -0.03
N 3.0802 -1.7740 4.5074 -1.72 1.12 -0.35 0.15
N 4.6418 -3.2604 3.9890 1.35 -1.65 -0.97 0.16
H 2.7926 -1.8246 3.5405 0.04 -0.05 0.06 0.09
H 2.4161 -1.3885 5.1634 0.30 -0.14 -0.06 0.11
H 4.2196 -3.4099 3.0838 -0.08 0.31 -0.04 0.09
H 5.3867 -3.8986 4.2298 -0.24 0.25 0.14 0.11
C -2.1014 3.8408 -2.4094 1.02 0.65 -1.21 -0.78
O -1.3368 3.2519 -1.6936 0.71 -0.93 1.50 0.03
N -1.9825 5.0965 -2.7996 1.50 4.90 -0.24 0.14
N -3.0954 3.3395 -3.1024 -2.85 -3.32 -0.94 0.15
H -2.5276 5.5389 -3.5258 -0.16 -0.58 0.25 0.10
H -1.2081 5.7028 -2.5697 0.03 -0.63 0.52 0.11
H -3.1443 2.3307 -3.1101 -0.32 0.12 -0.13 0.11
H -3.5688 3.8576 -3.8288 0.19 -0.37 0.32 0.11
C 2.8635 3.2609 2.0479 4.23 -6.17 -2.16 -0.84
O 3.0081 2.5268 1.0710 1.16 -0.48 -1.30 0.00
N 3.5527 3.2208 3.1546 3.06 0.36 2.45 0.18
N 1.8065 3.8512 2.1993 -8.37 5.68 0.29 0.17
H 3.3688 4.0297 3.7309 0.93 -0.58 0.58 0.11
H 4.3965 2.6700 3.2228 -0.05 0.45 0.04 0.13
H 1.6549 4.3731 3.0506 -0.89 -0.09 -0.55 0.13
H 1.1343 3.6678 1.4682 -0.30 0.75 0.43 0.14
C -1.7221 -3.2636 2.2995 2.23 1.96 -0.86 -0.75
O -1.2692 -2.1419 2.4854 0.08 0.86 -0.03 -0.01
N -1.0340 -4.1814 1.5847 0.91 -1.09 -0.65 0.15
N -2.9026 -3.6767 2.6627 -2.12 -1.67 0.68 0.17
H -0.0523 -4.0287 1.4031 -0.11 0.08 0.16 0.11
H -1.3779 -5.1261 1.4878 0.24 0.23 -0.07 0.10
H -3.5964 -3.1093 3.1284 0.38 -0.33 0.00 0.13
H -2.8988 -4.6857 2.6180 -1.44 0.25 0.51 0.11
C -1.6381 -0.8487 -4.9763 -3.41 -4.73 2.30 -0.79
O -1.9259 -0.8625 -3.7974 -0.57 -0.45 1.88 0.00
N -2.0765 -1.8242 -5.8362 -0.39 0.23 -0.42 0.16
N -0.8343 -0.0118 -5.4424 4.66 5.75 -4.08 0.17
H -2.6921 -2.5458 -5.4891 0.12 0.38 -0.14 0.11
H -1.8567 -1.7640 -6.8201 -0.04 -0.34 0.32 0.10
H -0.2374 0.5887 -4.8918 -0.60 -0.30 0.42 0.13
H -0.9911 0.3779 -6.3609 0.33 -0.43 -0.15 0.12
C -7.0846 -2.0683 -0.2195 -0.59 1.39 -2.70 -0.82
O -7.0607 -2.8030 0.6832 -1.29 -3.19 4.29 0.09
N -6.0022 -1.5547 -0.6955 5.25 2.99 -2.06 0.15
N -8.1109 -1.7167 -1.0250 -2.71 -0.82 0.25 0.15
H -5.1406 -1.4811 -0.1736 -0.37 -0.40 0.07 0.12
H -6.0317 -0.9789 -1.5248 0.14 -0.15 0.27 0.10
H -8.9625 -2.1766 -0.7364 -0.26 0.51 -0.55 0.11
H -8.1001 -0.9512 -1.6838 -0.14 -0.36 0.44 0.10
C 3.9607 3.3483 -3.7350 -1.15 -0.72 -3.11 -0.85
O 3.8898 3.4461 -4.9336 0.34 1.58 -2.58 0.03
N 3.3590 4.0877 -2.8748 -2.78 4.71 2.87 0.17
N 4.4591 2.3084 -3.2010 2.73 -4.65 2.75 0.17
H 2.9395 4.9394 -3.2193 -0.03 -0.28 0.17 0.12
H 3.1639 3.8299 -1.9179 0.29 0.12 -0.24 0.11
H 4.1878 2.1575 -2.2399 0.82 -0.81 -0.17 0.11
H 4.8817 1.6149 -3.8015 -0.26 0.00 0.47 0.13
C -0.9622 2.0670 6.5653 -1.41 -1.90 -1.96 -0.80
O -0.9039 0.9532 6.9857 1.33 -2.00 2.79 0.06
N -1.3785 2.1746 5.3149 -0.89 1.93 -3.43 0.14
N -0.7866 3.2302 7.1370 1.11 2.66 3.06 0.16
H -1.6777 3.1019 5.0489 -0.05 -0.50 -0.77 0.09
H -1.4875 1.3839 4.6961 -0.08 0.20 0.50 0.12
H -0.5171 3.2188 8.1103 -0.12 0.11 -0.19 0.12
H -0.9853 4.1321 6.7282 0.11 -0.51 -0.01 0.11
C 2.6649 -4.0284 -3.7470 0.68 0.28 -0.85 -0.80
O 2.4298 -4.3638 -4.8757 -0.41 -0.28 -2.02 0.04
N 3.5236 -3.0979 -3.3623 2.17 2.46 -0.17 0.15
N 2.1493 -4.5721 -2.6854 -3.10 -2.46 3.67 0.16
H 4.1882 -2.7373 -4.0319 -0.17 -0.06 0.31 0.11
H 3.6513 -2.9514 -2.3712 0.41 0.25 -0.22 0.09
H 2.3136 -4.1926 -1.7639 0.14 0.02 0.00 0.09
H 1.2704 -5.0657 -2.7490 0.32 -0.07 -0.33 0.11

Look up the charge of the third one. -1